269
Properties=species:S:1:pos:R:3:forces:R:3:mulliken_charge:R:1 method="wB97M-V/def2-TZVPD" e_tot_ev=-135911.57795 e_above_lowest_ev=1.688 e_lumo_ev=0.03
C -22.257984 -0.173531 -32.879730 0.54 0.69 0.10 -1.21
C -22.333933 0.958450 -33.912148 -0.25 -0.06 0.83 0.25
C -21.025340 1.827709 -33.856942 -1.27 -0.94 0.95 -0.64
O -20.683762 2.014221 -32.463611 1.05 0.56 -0.68 -0.28
C -19.436164 2.728545 -32.305834 -0.27 -0.33 -0.58 -0.76
N -22.503318 0.393368 -35.217390 0.25 0.28 -1.44 -0.67
H -22.146609 0.211916 -31.866254 -0.11 -0.16 0.01 0.29
H -21.341542 -0.702057 -33.142210 0.01 -0.46 0.25 0.28
H -23.122415 -0.832731 -32.959208 0.06 0.02 -0.01 0.39
H -23.277111 1.485640 -33.768681 0.30 0.71 0.41 0.29
H -21.083034 2.779311 -34.385359 -0.22 0.07 0.02 0.40
H -20.331720 1.179972 -34.393060 0.75 0.10 0.16 0.31
H -19.149068 2.890346 -31.266840 -0.72 -0.13 0.12 0.26
H -19.465058 3.688238 -32.821824 -0.20 0.21 0.05 0.29
H -18.591238 2.191471 -32.736828 -0.05 -0.38 -0.25 0.32
H -21.763935 -0.248772 -35.464485 0.09 -0.17 0.04 0.23
H -23.384219 -0.094436 -35.295857 0.02 -0.03 0.01 0.26
C -18.006977 -12.057221 -35.695022 -0.18 0.32 -0.53 -1.40
C -17.857485 -11.425051 -34.311868 -0.94 0.25 -0.33 0.53
C -19.248119 -10.998829 -33.685099 1.16 0.63 -0.50 -0.63
O -19.707927 -9.816567 -34.346472 0.87 -1.07 -1.37 -0.29
C -20.788172 -9.154269 -33.793161 -0.40 0.61 -0.15 -0.77
N -17.103674 -12.217743 -33.366147 0.34 -0.24 0.90 -0.65
H -17.038926 -12.172811 -36.182464 0.26 -0.34 0.32 0.35
H -18.498628 -11.368648 -36.382212 -0.43 0.11 0.15 0.36
H -18.542555 -13.006067 -35.725712 0.02 -0.07 0.21 0.31
H -17.311278 -10.504877 -34.519335 0.06 0.21 0.45 0.16
H -19.124563 -10.724239 -32.637516 0.17 -0.40 0.27 0.38
H -19.927610 -11.844059 -33.794530 -0.42 0.02 0.05 0.31
H -21.129398 -8.350375 -34.445400 0.63 0.20 -0.36 0.26
H -20.440987 -8.670256 -32.880309 -0.69 -0.23 0.58 0.33
H -21.703385 -9.745897 -33.771754 0.06 -0.51 0.90 0.29
H -16.244739 -12.625959 -33.706291 0.06 0.38 -0.45 0.24
H -17.576433 -12.997971 -32.932748 -0.59 0.13 -0.14 0.21
C -21.215042 -11.436744 -47.560810 0.41 -0.95 -0.83 -1.37
C -21.197419 -9.916303 -47.748069 0.55 -0.31 -0.50 0.26
C -22.571043 -9.278579 -47.608386 0.14 -0.72 1.03 -0.71
O -22.981028 -9.532011 -46.272942 -0.59 -1.03 0.57 -0.23
C -24.336545 -9.305314 -45.901295 0.28 1.69 -1.13 -0.85
N -20.185194 -9.387322 -46.839748 -0.59 -0.35 -0.02 -0.70
H -20.321874 -11.907890 -47.971166 0.68 0.53 0.34 0.36
H -21.907852 -12.037777 -48.149763 -0.95 0.63 0.06 0.38
H -21.290918 -11.780265 -46.529151 -0.12 0.39 0.08 0.27
H -20.833058 -9.625169 -48.733258 -0.19 -0.43 -0.44 0.44
H -23.190490 -9.808118 -48.332247 -0.55 0.44 -0.13 0.35
H -22.501887 -8.197770 -47.731544 -0.23 0.16 -0.51 0.39
H -25.129992 -9.698380 -46.536936 0.31 -1.34 -0.06 0.32
H -24.536971 -8.259761 -46.135285 0.02 0.69 0.69 0.33
H -24.496682 -9.495440 -44.840018 0.21 -0.19 -0.26 0.25
H -20.627880 -9.577571 -45.952088 0.44 0.48 0.74 0.32
H -20.166234 -8.389061 -46.992102 0.18 0.31 0.40 0.19
C -22.512262 2.200897 -43.916339 -0.95 0.91 -0.52 -1.29
C -21.957530 3.660004 -43.751048 -0.44 -1.98 0.15 0.41
C -22.854480 4.731052 -44.383358 0.30 0.81 -1.72 -0.61
O -22.572327 6.081342 -43.988596 0.08 -0.10 0.56 -0.43
C -21.344959 6.650372 -44.380234 0.33 0.24 -0.50 -0.76
N -21.881696 3.943794 -42.348967 0.62 0.36 0.48 -0.69
H -23.428336 2.151509 -43.327724 -0.36 0.16 -0.06 0.27
H -21.994531 1.304282 -43.575535 0.94 0.63 0.04 0.34
H -22.802460 2.029415 -44.952905 -0.01 -0.08 -0.11 0.32
H -20.930927 3.684273 -44.116555 -0.04 0.27 -0.45 0.25
H -23.925928 4.643951 -44.203053 0.10 -0.49 0.49 0.31
H -22.763460 4.780106 -45.468448 0.11 -0.61 -0.40 0.42
H -21.471602 7.713027 -44.587148 -0.33 0.11 0.47 0.29
H -20.942022 6.299800 -45.330411 -0.18 -0.68 -0.17 0.32
H -20.556317 6.534176 -43.636824 0.00 -0.09 0.21 0.29
H -22.796431 3.790529 -41.949124 -0.22 0.07 0.28 0.28
H -21.765920 4.944721 -42.418585 0.05 0.46 1.26 0.28
C -18.985035 -14.197416 -42.606850 -1.55 -0.50 -1.95 -1.26
C -19.618096 -15.503179 -43.253611 1.62 0.28 2.45 0.10
C -18.634347 -16.123180 -44.238001 -0.92 1.33 -0.53 -0.50
O -19.131716 -17.348778 -44.701179 -0.33 -0.06 -0.44 -0.31
C -18.693402 -17.691757 -46.007221 -0.09 -0.22 0.43 -0.74
N -19.719523 -16.360480 -42.112589 -0.14 -1.50 0.73 -0.73
H -19.655157 -13.770117 -41.860888 -0.28 0.14 -0.43 0.38
H -18.874094 -13.600353 -43.512008 0.49 1.04 0.62 0.34
H -18.060832 -14.355528 -42.051026 0.22 -0.41 -0.57 0.32
H -20.650991 -15.492492 -43.601615 0.24 0.98 -0.78 0.39
H -17.642007 -16.252008 -43.805837 0.15 0.10 0.23 0.29
H -18.595567 -15.340997 -44.996148 0.47 -0.30 -0.90 0.32
H -19.143229 -18.650922 -46.263658 0.09 0.00 0.13 0.26
H -17.607284 -17.783583 -46.010974 0.14 -0.01 -0.22 0.30
H -19.017949 -16.968920 -46.755736 0.05 0.25 0.02 0.30
H -19.848377 -17.267687 -42.537410 -0.37 -0.75 0.49 0.28
H -18.764653 -16.394992 -41.785270 0.17 -0.32 0.73 0.27
C -24.006381 -27.472318 -28.732331 0.97 -0.72 1.20 -0.80
O -24.404343 -26.271297 -29.246411 -0.87 1.25 -0.58 -0.30
C -25.806432 -26.208664 -29.466673 -0.03 2.27 0.01 -0.48
C -26.257067 -24.698631 -29.404149 -0.54 -1.02 -0.63 -0.72
N -25.986356 -24.014629 -30.642256 0.82 1.29 -0.93 -0.24
C -26.611527 -22.694423 -30.709955 1.50 0.66 -1.12 -0.65
C -26.119127 -21.799179 -31.913972 -1.48 -0.06 0.16 -0.57
O -26.485566 -22.277493 -33.206929 0.72 -1.30 -0.10 -0.36
C -27.835272 -22.151595 -33.582884 -0.26 0.73 0.57 -0.69
H -22.943046 -27.450296 -28.493727 0.30 0.14 -0.74 0.28
H -24.225210 -28.305091 -29.400688 -0.11 -0.29 0.20 0.30
H -24.382624 -27.575794 -27.714572 -0.82 -0.63 0.05 0.33
H -26.395015 -26.772852 -28.743228 0.23 -0.21 0.21 0.41
H -26.042942 -26.549193 -30.474734 -0.05 -0.35 -0.12 0.28
H -25.825865 -24.151650 -28.565718 0.30 -0.21 -0.02 0.31
H -27.339598 -24.611659 -29.311052 -0.52 -0.67 0.80 0.44
H -26.353811 -24.498763 -31.448915 0.18 -0.57 0.07 0.22
H -26.328037 -22.111036 -29.833949 -0.25 -0.10 0.26 0.36
H -27.695491 -22.766807 -30.798847 -0.34 0.12 0.31 0.32
H -25.067797 -21.511958 -31.931219 0.15 -0.85 0.06 0.35
H -26.618078 -20.836370 -31.803751 -0.34 0.32 0.33 0.39
H -28.563045 -22.506762 -32.853288 0.13 -0.05 0.52 0.27
H -28.111932 -22.706781 -34.479177 0.79 0.09 -0.21 0.28
H -28.001421 -21.082919 -33.718647 -0.50 0.15 -0.29 0.28
C -14.167022 -6.785175 -41.017864 0.24 -0.02 0.98 -0.67
O -14.624065 -7.345131 -42.190524 -1.09 -0.77 -1.49 -0.35
C -16.057850 -7.565292 -42.304620 0.67 0.13 0.52 -0.77
C -16.758693 -6.651921 -43.270243 0.85 -0.18 -0.15 -0.30
N -16.858729 -5.298458 -42.785721 -0.24 1.06 -0.38 -0.33
C -17.829391 -4.448601 -43.529483 0.51 -1.76 -0.63 -0.70
C -17.446720 -4.289076 -45.025133 0.11 0.62 -0.33 -0.71
O -17.792335 -5.370781 -45.904251 0.21 -0.83 1.30 -0.23
C -17.375575 -5.329684 -47.262030 -0.71 0.60 0.50 -0.77
H -13.085757 -6.840115 -40.891530 0.25 0.06 -0.93 0.27
H -14.454613 -7.428693 -40.186440 -0.74 0.49 0.55 0.29
H -14.449043 -5.733155 -40.975199 -0.23 0.04 0.61 0.26
H -16.606042 -7.451243 -41.369423 0.46 -0.10 0.69 0.45
H -16.208518 -8.596829 -42.622932 0.17 -0.04 -0.09 0.36
H -17.739490 -7.098751 -43.433015 -0.24 -0.14 -0.47 0.30
H -16.129682 -6.680468 -44.159984 -0.50 0.12 -0.44 0.18
H -17.086070 -5.298972 -41.801638 -0.15 0.06 0.10 0.25
H -17.922458 -3.496881 -43.006359 0.22 0.12 -0.39 0.44
H -18.815697 -4.912243 -43.547931 -0.43 -0.13 0.18 0.34
H -16.375785 -4.090583 -45.067528 0.22 0.02 -0.15 0.37
H -17.982299 -3.413807 -45.392752 0.04 0.38 -0.04 0.47
H -17.489018 -6.324290 -47.693297 0.05 -0.05 0.28 0.23
H -16.355084 -4.982743 -47.424328 0.13 0.06 0.23 0.30
H -18.080487 -4.671971 -47.770579 0.17 0.24 -0.46 0.31
C -28.190401 7.752646 -36.102287 1.62 -1.18 -0.85 -0.69
O -27.481814 7.209028 -37.248612 -0.11 0.48 -0.03 -0.33
C -28.149644 6.093244 -37.825170 0.24 -0.40 -0.08 -0.41
C -27.451076 5.586657 -39.121934 0.53 0.67 0.98 -0.79
N -26.178204 4.841005 -38.917842 -1.42 0.60 -0.59 -0.37
C -26.394705 3.528969 -38.306541 0.73 -0.03 -0.26 -0.76
C -27.261840 2.519620 -39.096297 0.11 -0.08 0.90 -0.66
O -28.668783 2.634929 -38.837680 2.50 2.36 0.24 -0.25
C -29.346781 1.467759 -38.920351 -2.20 0.04 -0.48 -0.85
H -28.130148 7.038413 -35.281100 -0.30 -0.29 0.12 0.29
H -29.235284 7.938065 -36.351146 0.09 0.52 0.09 0.29
H -27.539253 8.570264 -35.793076 -0.74 0.47 -0.13 0.25
H -29.151917 6.424356 -38.097043 -0.39 -0.33 0.11 0.37
H -28.138606 5.336820 -37.040445 -0.59 -0.45 -0.13 0.35
H -27.311262 6.530334 -39.649224 0.64 -0.10 -0.38 0.37
H -28.077003 4.979143 -39.775559 -0.34 -0.02 0.47 0.36
H -25.609311 5.371316 -38.273453 0.21 0.18 -0.05 0.29
H -26.642489 3.647145 -37.251688 -0.89 -0.43 0.11 0.34
H -25.379245 3.138567 -38.239221 0.03 -0.54 -0.22 0.43
H -26.967186 1.507913 -38.817485 0.17 -0.13 0.49 0.54
H -27.028097 2.522953 -40.160933 -0.19 0.61 -0.30 0.32
H -29.353843 1.124468 -39.954863 0.44 -0.99 0.02 0.33
H -30.370940 1.820689 -38.799319 -0.40 -0.53 0.32 0.24
H -29.125131 0.770154 -38.112680 0.30 -0.45 -0.33 0.33
C -25.586552 -16.632238 -45.872501 -0.39 1.46 0.50 -0.70
O -26.668388 -16.026679 -45.097610 0.67 -0.39 0.86 -0.33
C -26.171826 -14.949428 -44.271056 -0.42 0.53 0.12 -0.46
C -27.212913 -14.204779 -43.384643 -2.03 -0.51 -1.63 -0.94
N -28.231048 -15.038977 -42.736069 2.02 -0.45 0.49 -0.38
C -27.526618 -16.021919 -41.871104 -2.01 -0.14 0.86 -0.43
C -28.597643 -16.764936 -41.049183 -0.24 -0.82 -0.86 -0.70
O -29.294542 -17.824361 -41.808707 0.99 1.84 0.72 -0.32
C -30.144365 -18.541301 -40.954364 0.36 -1.33 -0.30 -0.77
H -25.273456 -15.879274 -46.595772 -0.05 -0.10 -0.48 0.29
H -25.900876 -17.550365 -46.368825 -0.30 0.23 0.26 0.26
H -24.684637 -16.798331 -45.283373 -0.17 -0.33 0.44 0.29
H -25.862598 -14.180615 -44.979138 0.90 0.11 0.20 0.47
H -25.417216 -15.241156 -43.540601 0.67 -0.51 -0.65 0.34
H -27.775214 -13.573727 -44.072903 -0.10 0.29 0.00 0.40
H -26.812147 -13.524283 -42.633371 0.70 -0.29 -0.12 0.37
H -28.759557 -15.511172 -43.455662 0.00 -0.34 -0.03 0.31
H -26.907779 -15.503949 -41.138400 -0.22 0.60 0.12 0.43
H -26.795434 -16.720233 -42.278320 -0.37 -0.26 -0.84 0.25
H -29.412180 -16.110549 -40.738722 0.32 0.50 0.10 0.34
H -28.116519 -17.162119 -40.155390 -0.04 -0.48 0.10 0.40
H -30.568867 -18.048798 -40.079526 -0.03 0.71 -0.23 0.33
H -29.552704 -19.367212 -40.559529 -0.10 -0.36 0.28 0.29
H -30.935292 -18.971203 -41.568958 -0.12 0.09 0.11 0.25
C -28.790608 -3.575451 -43.287677 2.35 -0.38 1.20 -0.77
O -28.631389 -4.905733 -42.748909 -0.51 0.26 -1.87 -0.28
C -29.717373 -5.263780 -41.964197 0.77 -1.79 1.18 -0.39
C -29.727786 -6.847309 -41.810267 -0.44 0.98 -0.28 -0.77
N -30.346800 -7.271360 -40.539993 -0.80 0.11 -0.80 -0.12
C -30.438819 -8.724631 -40.523131 1.37 -0.38 0.36 -0.80
C -31.157768 -9.380408 -39.365997 -0.26 0.87 0.59 -0.61
O -30.980053 -8.623856 -38.159707 -0.29 -0.41 -0.66 -0.30
C -31.523988 -9.251363 -37.017807 0.15 0.40 0.58 -0.87
H -28.063945 -3.494103 -44.096036 -0.37 -0.05 -0.28 0.25
H -28.337524 -3.010962 -42.472707 -0.48 1.06 -0.12 0.32
H -29.772182 -3.190491 -43.564110 -0.18 -0.61 0.08 0.31
H -30.613626 -4.825402 -42.403106 -0.46 -0.48 0.17 0.33
H -29.562044 -4.872292 -40.958842 -0.32 0.28 0.33 0.28
H -28.764450 -7.352901 -41.877105 0.51 0.78 0.19 0.43
H -30.224458 -7.222299 -42.705152 -0.55 -0.30 -0.09 0.28
H -31.307393 -6.968811 -40.616364 -0.35 0.53 0.43 0.19
H -29.399073 -9.048495 -40.476870 0.12 -0.29 -0.31 0.43
H -30.914179 -9.128487 -41.417026 0.15 -0.12 -0.39 0.38
H -30.808307 -10.404067 -39.231355 0.20 -0.11 -0.06 0.39
H -32.207199 -9.451423 -39.651905 -0.46 0.10 0.44 0.36
H -32.282247 -10.005058 -37.230160 0.12 -0.12 -0.18 0.42
H -31.987182 -8.506100 -36.371175 -0.21 0.27 -0.23 0.25
H -30.723335 -9.647029 -36.392903 0.12 -0.53 -0.15 0.27
C -24.246506 -5.255176 -39.689869 1.58 1.22 0.99 -0.92
O -23.881619 -6.443656 -39.042829 -0.69 -1.78 -1.42 -0.25
C -23.260995 -7.404814 -39.967241 -0.02 -0.16 2.78 -0.59
C -23.259875 -8.776262 -39.239217 0.10 0.97 -0.64 -0.59
N -24.569226 -9.325789 -38.953552 0.17 -0.96 0.06 -0.26
C -24.499292 -10.580948 -38.177689 -2.09 -0.28 0.80 -0.62
C -25.953568 -10.968221 -37.587041 0.80 -0.06 -2.71 -0.52
O -25.862501 -12.226859 -37.010987 0.41 -1.43 2.89 -0.31
C -26.953033 -12.523172 -36.128447 -0.98 0.65 -0.92 -0.80
H -23.294049 -4.735243 -39.792737 0.12 0.54 -0.74 0.36
H -24.745813 -4.624207 -38.954569 -0.58 -0.19 -0.16 0.27
H -24.745223 -5.277354 -40.658835 -0.28 -0.55 0.13 0.35
H -22.190440 -7.199874 -39.962831 0.14 0.53 -0.66 0.32
H -23.698618 -7.374560 -40.965062 -0.16 -0.12 0.13 0.40
H -22.733800 -8.658391 -38.291874 0.47 0.30 0.08 0.31
H -22.604628 -9.359189 -39.886488 -0.39 -0.79 0.04 0.42
H -25.010897 -8.619616 -38.382292 -0.32 0.09 0.11 0.19
H -23.878826 -10.612858 -37.282088 0.41 0.81 0.31 0.24
H -24.070684 -11.407725 -38.744112 -0.48 0.05 -0.54 0.37
H -26.685305 -11.207094 -38.358792 -0.04 1.07 -0.91 0.34
H -26.394351 -10.151119 -37.015954 0.35 -0.05 0.73 0.40
H -27.076822 -13.551324 -35.788315 1.08 -0.10 -0.18 0.26
H -27.879012 -12.364432 -36.681129 -0.33 0.12 -0.35 0.32
H -27.072303 -11.855626 -35.275071 0.68 0.15 0.19 0.32
C -33.108417 -15.364418 -31.221448 -0.20 0.38 0.86 -0.66
O -33.937219 -16.076012 -30.314367 0.27 -0.13 -0.19 -0.35
C -33.225794 -17.088843 -29.635272 0.79 0.06 1.70 -0.60
C -32.334725 -16.642495 -28.369716 -1.67 1.27 -0.77 -0.50
N -33.228131 -16.163114 -27.320116 -0.19 -0.15 1.79 -0.20
C -32.544636 -15.687680 -26.099096 -0.85 -0.01 0.03 -0.77
C -33.412174 -14.686845 -25.229741 1.89 -1.64 -0.87 -0.61
O -34.657862 -15.231299 -24.977380 -0.97 -0.76 -0.35 -0.31
C -35.487053 -14.408316 -24.187471 0.42 -0.15 0.18 -0.71
H -32.337578 -14.900570 -30.606015 0.46 0.19 -0.44 0.27
H -33.695907 -14.572013 -31.685188 -0.09 -0.14 0.04 0.25
H -32.677664 -15.997857 -31.996898 0.06 -0.18 0.02 0.28
H -32.592144 -17.662851 -30.311368 0.02 -0.04 -0.24 0.40
H -33.988545 -17.734287 -29.199732 0.06 -0.12 -0.12 0.33
H -31.669133 -15.798686 -28.551567 0.59 -0.08 -0.85 0.34
H -31.718355 -17.459944 -27.995589 -0.26 -0.24 -0.09 0.35
H -33.847538 -15.399259 -27.550285 -0.05 -0.22 -0.97 0.20
H -31.614467 -15.184928 -26.363927 0.27 0.46 0.04 0.35
H -32.238568 -16.524406 -25.471154 -0.20 -0.23 0.03 0.30
H -33.398936 -13.732337 -25.755895 -0.53 0.37 0.04 0.40
H -32.837301 -14.609874 -24.306861 0.05 0.47 0.30 0.41
H -35.495047 -13.442625 -24.692915 -0.35 0.42 0.64 0.31
H -35.121967 -14.419737 -23.160488 0.49 0.76 0.14 0.28
H -36.491873 -14.800267 -24.029954 -0.02 -0.28 -0.92 0.24
C -27.791224 -5.441619 -36.251632 -1.47 3.95 3.88 0.60
O -27.171352 -4.606247 -35.597347 0.87 -0.24 -0.06 -0.71
N -27.437173 -5.946370 -37.361533 3.39 -1.98 -4.83 -0.20
N -29.034387 -5.754124 -35.922104 -3.10 -1.61 0.74 -0.37
H -26.541456 -5.580734 -37.651534 -0.01 -0.44 -0.39 0.12
H -28.058810 -6.303148 -38.073127 0.03 0.10 0.29 0.20
H -29.452790 -6.508342 -36.447654 -0.40 0.27 0.23 0.17
H -29.635819 -5.181973 -35.346764 0.62 -0.17 -0.01 0.19
C -23.731293 -17.865911 -37.389368 1.05 0.02 0.24 0.65
O -23.136156 -18.887952 -37.574987 1.11 -1.41 -1.33 -0.63
N -24.485538 -17.691464 -36.334787 -2.03 -0.76 3.02 -0.40
N -23.704929 -16.699766 -38.003003 0.90 2.77 -3.19 -0.32
H -25.090065 -16.884594 -36.394728 -0.56 -0.96 1.02 0.16
H -24.640522 -18.589798 -35.899980 -0.87 0.56 0.59 0.23
H -23.110749 -16.483454 -38.790565 -0.12 -0.22 0.23 0.21
H -24.202894 -15.940183 -37.561230 0.54 0.03 -0.59 0.10